# C6H12N2O

C6H12N2O as an isolated structure at a distorted geometry (the ωB97M-V functional and the def2-TZVPD basis, the Open Molecules 2025 dataset).

- Net charge: 0
- HOMO: -9.20 eV
- Strongest force on any atom: 12.9 eV/A
- Energy relative to the best compared isomer or geometry (same formula, charge and spin): 9.2564 eV

Atoms and positions in Å:
1 C 0.60327 2.11615 -0.97193
2 C 0.47235 0.63966 -0.57162
3 C -1.00053 0.18701 -0.80621
4 C -1.22551 -1.27358 -0.28896
5 C -0.80349 -1.37831 1.07932
6 C 0.74183 0.42458 0.95916
7 H -0.03254 2.71507 -0.34531
8 H 0.24226 2.44222 -1.88234
9 H 1.80336 2.43800 -0.98492
10 H 1.00097 0.15412 -1.19877
11 H -1.96350 0.89706 -0.30235
12 H -1.32494 0.35459 -1.83738
13 H -0.46916 -1.91981 -0.90837
14 H -2.52198 -1.57499 -0.57757
15 H -0.76554 -2.21201 1.46708
16 H -1.41746 -0.91087 1.54700
17 H 0.14136 1.00044 1.34890
18 H 1.99380 0.91672 1.00066
19 N 0.58968 -0.91737 1.44373
20 N 1.49626 -1.88471 0.56193
21 O 2.43952 -2.21395 1.26796

---

# C3H5IO

A 2-piece molecular cluster, C3H5IO overall at a distorted geometry (the ωB97M-V functional and the def2-TZVPD basis, the Open Molecules 2025 dataset).

- Net charge: 0
- HOMO (spin up / spin down): -7.23 / -8.07 eV
- Strongest force on any atom: 3.9 eV/A
- Energy relative to the best compared isomer or geometry (same formula, charge and spin): 3.3566 eV

Atoms and positions in Å:
1 C 0.93918 -0.77702 -0.46680
2 C -0.24967 -1.47701 -0.15791
3 C -0.10048 1.79665 0.10868
4 O 1.99843 -0.85038 -0.90551
5 I -0.18909 1.85580 2.27482
6 H -0.72007 -1.03699 0.73871
7 H -0.90475 -1.34129 -0.90636
8 H -0.20562 -2.49596 -0.03648
9 H 0.48861 2.60526 -0.21447
10 H -1.05653 1.72095 -0.43468

---

# C24H72N6O9

A 9-piece molecular cluster, C24H72N6O9 overall at a distorted geometry (the ωB97M-V functional and the def2-TZVPD basis, the Open Molecules 2025 dataset).

- Net charge: 0
- HOMO: -8.68 eV
- Strongest force on any atom: 1.5 eV/A
- Energy relative to the best compared isomer or geometry (same formula, charge and spin): 0.0000 eV

Atoms and positions in Å:
1 C -2.14279 2.24046 2.17267
2 O -1.94818 3.52309 1.65519
3 C -2.69935 3.71703 0.47114
4 C -2.39551 5.10652 -0.06955
5 C -2.82870 6.19369 0.92289
6 N -2.99068 5.41025 -1.36864
7 H -1.95850 1.44024 1.45163
8 H -3.13619 2.05543 2.61158
9 H -1.47560 2.09968 3.02372
10 H -2.34174 2.99223 -0.27309
11 H -3.77703 3.60586 0.64370
12 H -1.31266 5.26282 -0.12142
13 H -2.46353 5.98336 1.92732
14 H -3.92281 6.24549 0.93865
15 H -2.44779 7.17243 0.63630
16 H -3.98734 5.20458 -1.32391
17 H -2.63178 4.76894 -2.07290
18 C 6.39035 -1.43359 -1.93092
19 O 5.02397 -1.35869 -1.63978
20 C 4.43471 -0.22712 -2.21833
21 C 2.97969 -0.16800 -1.78663
22 C 2.12790 -1.33494 -2.23822
23 N 2.39724 1.13427 -2.16605
24 H 6.56449 -1.51965 -3.01206
25 H 6.85762 -2.27636 -1.42888
26 H 6.91953 -0.51993 -1.62383
27 H 4.89235 0.68724 -1.81002
28 H 4.49586 -0.15182 -3.31190
29 H 2.97943 -0.23570 -0.68598
30 H 2.19947 -1.45981 -3.33015
31 H 1.07139 -1.25100 -1.98488
32 H 2.52560 -2.28704 -1.88206
33 H 1.38256 1.07596 -2.04659
34 H 2.66331 1.76971 -1.40999
35 C -4.13880 -4.10027 1.14489
36 O -2.75577 -3.93775 0.92600
37 C -2.17874 -5.08635 0.29811
38 C -0.67968 -4.92056 0.37544
39 C -0.16822 -3.75834 -0.46033
40 N -0.01434 -6.14547 -0.07839
41 H -4.53350 -3.22629 1.65853
42 H -4.33773 -5.00383 1.73115
43 H -4.67143 -4.20665 0.19050
44 H -2.47264 -5.95423 0.90229
45 H -2.55232 -5.16760 -0.72760
46 H -0.39522 -4.74025 1.42302
47 H 0.91002 -3.62401 -0.39770
48 H -0.58470 -2.79943 -0.13408
49 H -0.49764 -3.91177 -1.49170
50 H -0.23881 -6.93047 0.52650
51 H 0.99348 -6.06390 -0.00884
52 C 2.34256 3.34654 0.95270
53 O 3.22367 3.38515 -0.17118
54 C 3.53200 4.70252 -0.57375
55 C 4.28097 4.63323 -1.89935
56 C 4.86517 5.98829 -2.26672
57 N 3.43846 4.05953 -2.95727
58 H 2.09159 2.30890 1.14922
59 H 1.46036 3.95344 0.72344
60 H 2.86188 3.79749 1.80350
61 H 2.59020 5.26732 -0.68790
62 H 4.10341 5.25985 0.18520
63 H 5.09513 3.90719 -1.80407
64 H 5.64129 6.38086 -1.61252
65 H 4.05338 6.72313 -2.26399
66 H 5.27459 5.88563 -3.27169
67 H 2.55721 4.58036 -2.98339
68 H 3.12355 3.17646 -2.54101
69 C -5.18312 -3.30793 -3.07547
70 O -4.42769 -2.11461 -2.95494
71 C -3.31903 -2.26278 -2.10362
72 C -2.99858 -0.91737 -1.45277
73 C -4.20803 -0.47484 -0.63464
74 N -2.71560 0.14869 -2.44180
75 H -5.41219 -3.73372 -2.09213
76 H -4.62121 -4.04789 -3.65684
77 H -6.12102 -3.07919 -3.57633
78 H -3.46248 -2.99992 -1.30541
79 H -2.44129 -2.62398 -2.66407
80 H -2.15461 -1.08604 -0.77875
81 H -4.99099 -0.04115 -1.25790
82 H -3.92374 0.32730 0.05865
83 H -4.65486 -1.23009 0.01290
84 H -2.17609 -0.29482 -3.18938
85 H -3.61338 0.30686 -2.89742
86 C -0.70068 -1.84301 5.45786
87 O 0.49556 -2.36826 4.99264
88 C 0.75407 -2.04233 3.62741
89 C 2.14241 -2.47713 3.23340
90 C 3.35340 -1.84444 3.90396
91 N 2.32517 -2.17840 1.77745
92 H -0.75968 -1.96319 6.53952
93 H -1.59720 -2.35430 5.06612
94 H -0.82851 -0.78322 5.20021
95 H -0.00458 -2.55706 3.01604
96 H 0.54488 -0.97539 3.47999
97 H 2.19315 -3.56641 3.32509
98 H 3.40243 -0.79395 3.60792
99 H 4.23270 -2.36827 3.54066
100 H 3.31524 -1.88023 4.99352
101 H 1.49558 -2.52125 1.29809
102 H 2.19129 -1.17088 1.72629
103 O -0.35085 1.26083 -1.23919
104 H -1.16409 0.84966 -1.59585
105 H -0.52568 2.20767 -1.25011
106 O 0.25193 -0.10860 1.18922
107 H 0.33954 0.40169 0.36900
108 H -0.69163 -0.32176 1.25022
109 O -2.25442 -1.25441 1.90629
110 H -2.29789 -2.21968 1.98091
111 H -3.10285 -0.94052 2.23525

---

# C36H43AsN4O3PdSSe

C36H43AsN4O3PdSSe as an isolated structure at a distorted geometry (the ωB97M-V functional and the def2-TZVPD basis, the Open Molecules 2025 dataset).

- Net charge: -2
- HOMO: -0.84 eV
- Strongest force on any atom: 1.2 eV/A

Atoms and positions in Å:
1 Pd -2.61936 -0.30830 -3.06295
2 S -1.56472 0.30132 -5.28129
3 C -1.27374 2.00701 -5.00594
4 C -1.57061 2.94394 -6.01147
5 C -1.34621 4.29876 -5.84234
6 C -0.81655 4.77544 -4.64963
7 C -0.52084 3.86754 -3.63864
8 C -0.73374 2.50153 -3.79547
9 As -0.33107 1.16515 -2.40299
10 C 0.49585 2.47407 -1.11741
11 C -0.11083 2.91286 0.05714
12 C 0.54791 3.77996 0.92541
13 C 1.82802 4.23138 0.63123
14 C 2.45408 3.79054 -0.53047
15 C 1.79634 2.91235 -1.38088
16 C -2.12743 1.13635 -1.55990
17 C -3.09450 2.14276 -1.77591
18 C -4.24110 2.20339 -1.00334
19 C -4.47320 1.26372 0.00132
20 C -3.56229 0.24230 0.20218
21 C -2.40611 0.15565 -0.57901
22 H -1.99650 2.56968 -6.93504
23 H -1.59538 4.98909 -6.64256
24 H -0.64497 5.83562 -4.50076
25 H -0.12060 4.24386 -2.70522
26 H -1.11734 2.58450 0.29333
27 H 0.05272 4.10938 1.83238
28 H 2.33648 4.91468 1.30222
29 H 3.45625 4.13017 -0.76956
30 H 2.29436 2.56959 -2.28356
31 H -2.92246 2.88533 -2.54533
32 H -4.97412 2.97777 -1.19982
33 H -5.37833 1.31345 0.59582
34 H -3.74958 -0.51106 0.96142
35 H -1.67841 -0.62894 -0.40216
36 C -3.26706 -2.82254 -5.10044
37 N -4.32032 -1.90135 -4.68797
38 C -4.46417 -1.58312 -3.32410
39 N -3.99865 -2.58061 -2.43854
40 O -5.26653 -0.71957 -2.95872
41 H -3.26330 -2.86893 -6.18957
42 H -3.48391 -3.81854 -4.71228
43 H -2.26943 -2.52234 -4.76447
44 H -4.30929 -1.03743 -5.21653
45 H -2.99202 -2.76895 -2.53246
46 H -4.16897 -2.23913 -1.50005
47 O 0.74480 -3.81753 -2.03280
48 C -0.30929 -3.44347 -2.58430
49 O -1.04813 -2.46094 -2.31349
50 H -0.65600 -4.07677 -3.44607
51 C 4.59254 -2.11905 1.69066
52 C 4.86129 -0.95561 0.74047
53 C 4.35827 0.39499 1.25456
54 C 2.85049 0.60767 1.15079
55 N 2.07802 -0.10843 2.14832
56 C 1.17869 -1.10667 1.84710
57 Se 0.90916 -1.92437 0.25192
58 N 0.50253 -1.36413 3.02135
59 C -0.63628 -2.26196 3.10351
60 C -0.26779 -3.73833 3.19521
61 C 0.64956 -4.11203 4.36341
62 C 2.13234 -3.82514 4.11673
63 C 0.93377 -0.51752 4.02214
64 C 0.56948 -0.38341 5.34940
65 C 1.21287 0.59939 6.10035
66 C 2.18914 1.41323 5.53624
67 C 2.56775 1.26731 4.20282
68 C 1.93356 0.28766 3.46065
69 H 5.09759 -3.02453 1.34849
70 H 3.52825 -2.34520 1.73944
71 H 4.95017 -1.89042 2.69972
72 H 4.39307 -1.16684 -0.22446
73 H 5.93905 -0.87633 0.56438
74 H 4.82546 1.19902 0.67867
75 H 4.67968 0.52516 2.29509
76 H 2.48046 0.26813 0.18277
77 H 2.60807 1.66555 1.24483
78 H -1.24393 -2.09394 2.21220
79 H -1.21478 -1.95985 3.97983
80 H 0.19226 -4.03472 2.25007
81 H -1.21076 -4.28677 3.27663
82 H 0.53372 -5.18222 4.55714
83 H 0.32076 -3.59860 5.27519
84 H 2.42391 -4.16020 3.11955
85 H 2.75745 -4.34313 4.84788
86 H 2.36311 -2.76227 4.18255
87 H -0.19085 -1.01339 5.79151
88 H 0.94244 0.73155 7.14036
89 H 2.66608 2.17338 6.14199
90 H 3.32367 1.90242 3.76150

---

# C21H28IrN7O3PS3Te

C21H28IrN7O3PS3Te as an isolated structure at a distorted geometry (the ωB97M-V functional and the def2-TZVPD basis, the Open Molecules 2025 dataset).

- Net charge: +2
- HOMO (spin up / spin down): -13.47 / -13.32 eV
- 2S+1: 2
- Strongest force on any atom: 1.4 eV/A
- Energy relative to the best compared isomer or geometry (same formula, charge and spin): 0.0000 eV

Atoms and positions in Å:
1 Ir -0.82136 -0.14537 0.52366
2 N -1.27659 -1.25899 -2.82274
3 C -2.32588 -0.56063 -2.41083
4 N -3.30403 -0.35271 -3.27576
5 C -4.37560 0.29112 -2.82316
6 N -5.38194 0.52735 -3.64811
7 N -4.51647 0.71501 -1.53757
8 C -3.50265 0.48621 -0.76116
9 N -2.34725 -0.11929 -1.11056
10 C -3.62900 0.89557 0.65302
11 C -4.79164 1.48730 1.11163
12 C -4.90824 1.79367 2.45656
13 C -3.85312 1.48537 3.29756
14 C -2.71712 0.90735 2.76407
15 N -2.59246 0.62728 1.46399
16 H -1.34149 -1.70680 -3.72185
17 H -0.61977 -1.61005 -2.14682
18 H -5.33112 0.23046 -4.60798
19 H -6.20189 0.99930 -3.30706
20 H -5.58343 1.68371 0.40550
21 H -5.80622 2.25763 2.84079
22 H -3.90164 1.68535 4.35811
23 H -1.88882 0.65460 3.39847
24 S -0.25960 -1.36888 2.54646
25 C 0.06859 -0.47321 3.94970
26 N 0.15143 0.83143 4.08102
27 C 0.34677 1.36519 5.42878
28 C 0.83080 0.20428 6.29629
29 S 0.30322 -1.32193 5.43840
30 H 0.19035 1.43277 3.24952
31 H -0.59433 1.77563 5.79945
32 H 1.07739 2.17201 5.40006
33 H 0.38478 0.21222 7.28646
34 H 1.91369 0.17422 6.39228
35 S 0.67953 1.64055 0.98799
36 C 2.36928 1.09331 0.95082
37 C 3.13513 1.45888 -0.15425
38 C 4.47999 1.12089 -0.22314
39 C 5.07929 0.43062 0.82415
40 C 4.33141 0.09761 1.94785
41 C 2.99108 0.43233 2.01432
42 H 2.67860 2.03067 -0.94859
43 H 5.06316 1.43117 -1.08033
44 H 6.13151 0.18052 0.77891
45 H 4.80151 -0.41029 2.77951
46 H 2.43837 0.20568 2.90813
47 C 1.00027 1.57898 -2.78331
48 C 1.87680 0.46894 -3.31966
49 O 2.56316 -0.27546 -2.27234
50 P 1.93570 -1.47200 -1.45603
51 O 0.76937 -1.12045 -0.57912
52 Te 3.85976 -2.43002 -0.34881
53 O 1.36315 -2.49930 -2.51745
54 C 2.22940 -3.21779 -3.44886
55 C 1.35524 -3.99375 -4.40174
56 H 0.42489 1.99720 -3.61013
57 H 1.59009 2.38159 -2.34376
58 H 0.30338 1.21352 -2.02934
59 H 2.68127 0.87438 -3.92848
60 H 1.30127 -0.22893 -3.92878
61 H 2.87135 -3.88693 -2.87512
62 H 2.85865 -2.49689 -3.97305
63 H 0.66160 -4.62963 -3.85349
64 H 1.98651 -4.62460 -5.02643
65 H 0.79388 -3.32799 -5.05767

---

# C4H8FNOS

One molecule with the formula C4H8FNOS at a distorted geometry (the ωB97M-V functional and the def2-TZVPD basis, the Open Molecules 2025 dataset).

- Net charge: 0
- HOMO: -8.81 eV
- Strongest force on any atom: 4.9 eV/A
- Energy relative to the best compared isomer or geometry (same formula, charge and spin): 4.5300 eV

Atoms and positions in Å:
1 C 0.38873 1.73709 0.59733
2 O 0.51237 0.70742 -0.18931
3 C -0.02025 -0.42312 0.33335
4 C 0.81907 -1.54895 0.03038
5 N 1.61085 -1.84028 -0.87892
6 S 1.51436 -0.91556 -2.47330
7 C -1.54879 -0.35454 0.12042
8 F -1.83685 -0.25044 -1.13995
9 H 0.96435 1.67270 1.51279
10 H 0.67605 2.51297 -0.02539
11 H -0.76902 1.70862 0.98444
12 H 0.17933 -0.30275 1.49062
13 H 1.08842 -2.10356 0.90969
14 H 0.13407 -0.10646 -2.53599
15 H -2.15828 -1.15636 0.53177
16 H -1.55441 0.66322 0.73208